# 1
This record from the OMol25 dataset describes C8H14AgClO6 as an isolated structure in a non-equilibrium geometry. The level of theory is ωB97M-V/def2-TZVPD.

Structure (ORCA input):
```
! RIJCOSX wB97M-V def2-TZVPD def2/J DEFGRID3
* xyz -3 2
Ag 6.95 36.28 -9.15
Cl 6.47 35.30 -6.64
O 5.76 35.50 -11.17
C 6.06 34.90 -12.34
C 5.12 35.02 -13.60
O 4.56 36.16 -13.92
H 6.34 33.83 -12.24
H 6.98 35.44 -12.65
H 4.39 34.15 -13.51
H 5.72 34.58 -14.47
O 5.81 38.24 -9.55
C 6.44 39.21 -8.84
C 7.99 39.17 -8.52
O 8.53 37.93 -8.35
H 6.00 39.21 -7.80
H 6.26 40.26 -9.21
H 8.09 39.77 -7.58
H 8.55 39.78 -9.29
O 8.56 34.67 -9.49
C 9.71 34.67 -9.21
O 10.49 33.53 -9.22
C 11.73 33.75 -8.58
C 11.69 35.19 -8.05
C 10.50 35.87 -8.73
H 12.55 33.67 -9.30
H 11.93 33.07 -7.75
H 12.59 35.81 -8.20
H 11.60 35.25 -6.96
H 10.79 36.43 -9.62
H 9.85 36.47 -8.09
*
```

Molecular weight: 349.5 g mol⁻¹
Expectation value of S²: 0.76
HOMO level (spin up / spin down): 3.080 / 3.111 eV
Frontier orbital gap (spin up / spin down): 0.1234 / 0.1223 Eh
Energy above the lowest of the compared OMol25 structures with the same formula, charge and spin: 0.0 kcal per mole

Results of the natural (NBO) charge analysis, in e, for atoms 1 through 5: 0.913, -0.965, -0.426, -0.123, 0.009

***

# 2
This record from the OMol25 dataset describes C4H5NO3 as an isolated structure in a non-equilibrium geometry. The level of theory is ωB97M-V/def2-TZVPD.

Structure (ORCA input):
```
! RIJCOSX wB97M-V def2-TZVPD def2/J DEFGRID3
* xyz 0 1
C -1.03 0.15 -0.18
C -0.33 -0.87 -0.42
C 0.95 -0.67 -0.27
C 0.95 0.72 -0.29
H -3.02 0.67 0.53
H -2.53 -1.01 0.15
H -0.76 -1.87 -0.06
H 2.96 -1.20 0.79
H 1.81 2.69 0.35
N -2.45 0.10 -0.22
O 1.84 -1.61 -0.07
O 2.00 1.64 -0.29
O -0.39 1.26 -0.01
*
```

Molecular weight: 115.1 g mol⁻¹
HOMO level: -7.032 eV
Frontier orbital gap: 0.2281 Eh
Energy above the lowest of the compared OMol25 structures with the same formula, charge and spin: 187.4 kcal per mole

Results of the natural (NBO) charge analysis, in e, for atoms 1 through 5: 0.465, -0.415, 0.184, 0.407, 0.379

***

# 3
This record from the OMol25 dataset describes C6H14O3 as an isolated structure in a non-equilibrium geometry. The level of theory is ωB97M-V/def2-TZVPD.

Structure (ORCA input):
```
! RIJCOSX wB97M-V def2-TZVPD def2/J DEFGRID3
* xyz 0 1
C -0.27 0.47 -0.36
C 0.01 -1.61 -0.20
C 0.07 0.35 1.01
C 0.71 0.88 -1.42
C -1.72 0.66 -0.72
C 1.45 0.14 1.58
O -0.22 2.22 1.08
O -0.38 -2.41 0.87
O -0.69 -1.94 -1.36
H 0.63 2.65 0.96
H -0.58 -2.89 -1.53
H -1.32 -2.28 1.02
H 1.09 -1.74 -0.32
H -0.74 0.09 1.68
H 1.75 0.79 -1.10
H -2.38 0.34 0.09
H 0.52 1.91 -1.70
H 0.56 0.25 -2.30
H -1.89 1.73 -0.89
H -1.95 0.11 -1.62
H 1.59 -0.91 1.85
H 2.24 0.43 0.89
H 1.54 0.74 2.48
*
```

Molecular weight: 134.2 g mol⁻¹
HOMO level (spin up / spin down): -7.861 / -7.860 eV
Frontier orbital gap (spin up / spin down): 0.3102 / 0.3102 Eh
Energy above the lowest of the compared OMol25 structures with the same formula, charge and spin: 97.4 kcal per mole

Results of the natural (NBO) charge analysis, in e, for atoms 1 through 5: 0.135, 0.347, 0.127, -0.672, -0.655

***

# 4
This record from the OMol25 dataset describes a single C3H4N2O molecule in a non-equilibrium geometry. The level of theory is ωB97M-V/def2-TZVPD.

Structure (ORCA input):
```
! RIJCOSX wB97M-V def2-TZVPD def2/J DEFGRID3
* xyz 0 1
O 1.98 0.11 -0.90
C 0.90 -0.46 -0.51
C 0.31 -1.13 0.51
N -0.66 -0.42 1.13
C -1.23 0.55 0.41
N -0.73 1.04 -0.69
H 2.70 0.11 -0.23
H 0.37 -2.21 0.71
H -2.20 0.85 0.80
H -1.45 1.56 -1.22
*
```

Molecular weight: 84.1 g mol⁻¹
HOMO level: -8.151 eV
Frontier orbital gap: 0.3050 Eh
Energy above the lowest of the compared OMol25 structures with the same formula, charge and spin: 106.8 kcal per mole

Results of the natural (NBO) charge analysis, in e, for atoms 1 through 5: -0.599, 0.512, -0.139, -0.558, 0.246

***

# 5
This record from the OMol25 dataset describes a 2-piece molecular cluster, C9H14F3NO3 overall in a non-equilibrium geometry. The level of theory is ωB97M-V/def2-TZVPD.

Structure (ORCA input):
```
! RIJCOSX wB97M-V def2-TZVPD def2/J DEFGRID3
* xyz 0 1
O -0.09 -3.20 -0.61
C -0.58 -2.40 0.42
C -1.11 -1.02 -0.07
C -0.53 0.04 0.82
N 0.22 0.94 0.34
C 0.70 1.81 1.41
C -0.28 1.63 2.55
C -0.73 0.15 2.31
C -1.64 -3.18 1.19
F -1.04 -4.23 1.80
F -2.58 -3.68 0.37
F -2.23 -2.46 2.17
H -0.31 -2.82 -1.46
H 0.25 -2.25 1.11
H -0.69 -0.83 -1.06
H -2.20 -0.97 -0.08
H 0.43 0.98 -0.68
H 1.61 1.29 1.74
H 1.06 2.81 1.16
H 0.23 1.77 3.49
H -1.13 2.32 2.59
H -1.79 0.00 2.47
H -0.08 -0.47 2.92
C 1.80 2.14 -4.19
C 1.80 1.75 -2.71
O 2.69 2.21 -1.99
O 0.86 0.96 -2.36
H 2.62 2.81 -4.41
H 1.89 1.25 -4.81
H 0.86 2.65 -4.44
*
```

Molecular weight: 241.2 g mol⁻¹
HOMO level: -7.941 eV
Frontier orbital gap: 0.2761 Eh
Energy above the lowest of the compared OMol25 structures with the same formula, charge and spin: 0.0 kcal per mole

Results of the natural (NBO) charge analysis, in e, for atoms 1 through 5: -0.674, 0.035, -0.512, 0.468, -0.412

***

# 6
This record from the OMol25 dataset describes a 3-piece molecular cluster, C19H33BBrF13O4P overall in a non-equilibrium geometry. The level of theory is ωB97M-V/def2-TZVPD.

Structure (ORCA input):
```
! RIJCOSX wB97M-V def2-TZVPD def2/J DEFGRID3
* xyz -1 1
C 0.28 -6.11 0.22
C -0.49 -5.76 -1.01
P -2.07 -4.67 -0.94
C -0.98 -3.09 -1.30
C -0.65 -2.25 0.10
C -0.24 -0.67 -0.15
F -0.55 0.02 1.17
F -1.08 0.04 -1.14
C 1.38 -0.51 -0.34
F 1.90 -1.69 -1.07
F 1.95 -0.63 1.05
C 1.89 0.93 -0.91
F 3.11 1.29 -0.08
F 0.94 2.07 -0.59
C 2.13 1.02 -2.52
F 2.09 2.50 -2.86
F 0.92 0.46 -3.24
C 3.41 0.26 -3.14
F 4.54 -0.04 -2.24
F 2.97 -1.07 -3.72
C 4.09 1.04 -4.47
F 3.06 1.10 -5.53
F 5.21 0.12 -4.89
F 4.73 2.33 -4.13
B -3.66 -3.62 -0.68
O -4.65 -4.16 0.31
O -4.03 -2.38 -1.37
C -2.39 -5.08 -2.74
Br -1.16 -4.23 -4.13
C -3.88 -4.98 -3.37
C -4.96 -6.12 -2.80
H 1.33 -6.68 0.17
H -0.22 -5.80 1.25
H -0.09 -6.22 -2.04
H -2.85 -5.83 -0.52
H -1.78 -4.44 0.45
H -1.51 -2.32 -1.99
H 0.11 -3.40 -1.67
H -1.49 -2.33 0.90
H 0.29 -2.81 0.57
H -4.54 -3.72 1.21
H -5.04 -2.34 -1.54
H -2.10 -6.24 -2.87
H -3.74 -5.34 -4.51
H -4.35 -3.91 -3.50
H -4.99 -6.18 -1.63
H -6.04 -5.75 -3.15
H -4.74 -7.17 -3.28
C 4.19 2.70 3.82
C 3.26 3.79 3.31
C 1.80 3.40 3.50
O 3.52 4.02 1.93
H 4.04 1.76 3.27
H 5.24 2.99 3.67
H 4.03 2.51 4.89
H 3.47 4.73 3.84
H 1.57 2.49 2.94
H 1.15 4.19 3.12
H 1.57 3.23 4.55
H 3.34 3.19 1.45
C -1.17 6.64 2.04
C -1.19 7.47 3.32
C 0.21 7.65 3.89
O -2.02 6.84 4.29
H -0.78 5.64 2.24
H -2.18 6.51 1.65
H -0.55 7.11 1.27
H -1.62 8.46 3.11
H 0.65 6.68 4.15
H 0.18 8.24 4.81
H 0.87 8.15 3.17
H -1.64 5.96 4.48
*
```

Molecular weight: 694.1 g mol⁻¹
HOMO level: -4.329 eV
Frontier orbital gap: 0.2060 Eh

Results of the Löwdin charge analysis, in e, for atoms 1 through 5: -0.122, -0.313, 0.391, -0.368, -0.124

***

# 7
This record from the OMol25 dataset describes a 2-piece molecular cluster, C5H8S overall in a non-equilibrium geometry. The level of theory is ωB97M-V/def2-TZVPD.

Structure (ORCA input):
```
! RIJCOSX wB97M-V def2-TZVPD def2/J DEFGRID3
* xyz 0 1
C -2.36 -0.44 -0.84
C -1.02 -0.69 -0.78
C 0.11 0.05 -1.56
S -0.38 -1.92 0.27
H -2.52 0.51 -1.33
H -3.11 -0.97 -0.39
H 0.12 0.08 -2.67
H 0.97 -0.60 -1.38
H 0.28 1.02 -1.11
H 0.41 -2.64 -0.57
C 1.31 0.95 2.01
C 0.78 -0.05 2.42
H 1.93 1.75 1.70
H 0.19 -0.89 2.62
*
```

Molecular weight: 100.2 g mol⁻¹
SMILES: C=C(C)S.C#C
HOMO level: -8.706 eV
Frontier orbital gap: 0.3479 Eh
Energy above the lowest of the compared OMol25 structures with the same formula, charge and spin: 79.4 kcal per mole

Results of the natural (NBO) charge analysis, in e, for atoms 1 through 5: -0.394, -0.143, -0.661, 0.004, 0.199

***

# 8
This record from the OMol25 dataset describes a single C13H14BF10NO6 molecule. The level of theory is ωB97M-V/def2-TZVPD.

Structure (ORCA input):
```
! RIJCOSX wB97M-V def2-TZVPD def2/J DEFGRID3
* xyz 0 1
C 4.13 -1.68 0.10
C 3.19 -2.62 0.81
O 3.29 -3.81 0.66
O 2.23 -2.16 1.63
C 2.04 -0.77 1.85
C 0.65 -0.52 2.45
C -0.36 0.29 1.61
B 0.11 1.85 1.79
N 1.50 2.32 1.68
O -0.82 2.75 2.24
O -1.63 0.19 2.34
C -2.58 0.64 1.52
O -3.63 1.09 1.83
O -2.18 0.50 0.24
C -0.90 -0.15 0.22
C -1.19 -1.68 -0.03
C -2.55 -2.17 0.41
F -0.23 -2.45 0.60
C -0.11 0.38 -0.98
F 0.40 1.62 -0.72
F 0.96 -0.44 -1.17
C -0.90 0.47 -2.35
F -0.25 -0.29 -3.26
F -2.16 -0.01 -2.23
C -1.01 1.90 -2.94
F 0.22 2.31 -3.30
F -1.50 2.74 -2.00
C -1.97 1.98 -4.18
F -3.21 2.20 -3.77
F -1.58 2.99 -4.95
F -1.94 0.86 -4.90
H 4.03 -1.88 -0.96
H 5.14 -1.96 0.38
H 4.00 -0.63 0.29
H 2.17 -0.18 0.95
H 2.80 -0.42 2.56
H 0.21 -1.46 2.75
H 0.79 0.05 3.37
H 1.97 1.94 0.88
H 2.06 2.08 2.49
H -1.50 2.97 1.60
H -1.09 -1.90 -1.09
H -2.70 -2.03 1.48
H -3.35 -1.70 -0.15
H -2.56 -3.24 0.22
*
```

Molecular weight: 481.0 g mol⁻¹
SMILES: CC(=O)OCC[C@]1(B(N)O)OC(=O)O[C@@]1([C@H](C)F)C(F)(F)C(F)(F)C(F)(F)C(F)(F)F
HOMO level: -10.285 eV
Frontier orbital gap: 0.3879 Eh

Results of the natural (NBO) charge analysis, in e, for atoms 1 through 5: -0.745, 0.798, -0.562, -0.497, -0.074

***

# 9
This record from the OMol25 dataset describes a 2-piece molecular cluster, C2H5NO overall. The level of theory is ωB97M-V/def2-TZVPD.

Structure (ORCA input):
```
! RIJCOSX wB97M-V def2-TZVPD def2/J DEFGRID3
* xyz 0 1
C -1.13 -0.29 -0.07
N 0.06 0.51 0.07
C 0.37 1.65 0.27
O 0.80 2.73 0.46
H -1.74 -0.24 0.83
H -0.85 -1.33 -0.25
H -1.73 0.05 -0.92
H 2.35 -1.81 -0.25
H 1.87 -1.26 -0.12
*
```

Molecular weight: 59.1 g mol⁻¹
SMILES: CN=C=O.[H][H]
HOMO level: -10.456 eV
Frontier orbital gap: 0.4113 Eh
Energy above the lowest of the compared OMol25 structures with the same formula, charge and spin: 37.5 kcal per mole

Results of the natural (NBO) charge analysis, in e, for atoms 1 through 5: -0.406, -0.556, 0.864, -0.523, 0.206